62
Properties=species:S:1:pos:R:3:forces:R:3:mulliken_charge:R:1 method="wB97M-V/def2-TZVPD" total_charge=+2
O -1.0324 -4.4674 3.4796 -0.93 0.73 -0.78 -0.507
V -2.1488 -3.4844 2.9576 -1.92 0.32 1.14 1.596
O -3.5750 -4.0439 3.3875 2.63 0.53 -0.20 -0.487
Al 0.4047 -2.1862 -4.6428 0.05 0.75 0.57 1.100
O 0.4820 1.3033 3.7916 -0.80 -1.85 -2.51 -0.626
C 0.2750 0.6448 2.7777 0.85 1.42 1.49 0.402
O 0.6973 0.9537 1.5312 -0.97 -0.99 1.01 -0.580
B 0.2832 -0.1478 0.6202 0.90 0.96 0.27 1.639
O -0.5469 -1.0502 1.3930 0.04 -0.82 0.84 -0.701
C -0.5131 -0.7290 2.6570 0.17 1.01 -0.04 0.890
O -1.0462 -1.3501 3.5474 -0.50 -1.03 -0.01 -0.542
O -0.5036 0.3040 -0.4976 -0.49 0.05 -2.42 -0.667
C 0.0370 -0.1234 -1.6538 -0.37 1.66 0.21 0.723
O -0.3297 0.0546 -2.8075 0.19 -0.81 2.09 -0.645
C 1.3857 -0.7603 -1.2552 -1.62 -0.60 0.79 0.537
O 1.4864 -0.8034 0.0743 0.14 0.09 -1.57 -0.624
O 2.0297 -1.2394 -2.1249 1.59 -0.74 -0.47 -0.467
O -2.5241 -1.8614 -4.5704 -1.19 -0.53 0.27 -0.584
C -3.3795 -1.7212 -3.6980 2.30 -0.68 -3.64 0.754
O -3.1242 -1.1588 -2.6184 0.39 1.18 3.50 -0.193
B -4.2089 -1.3173 -1.6242 -1.61 0.42 -0.46 0.949
O -5.3451 -1.8384 -2.5237 1.04 0.18 0.40 -0.352
C -4.8740 -2.1560 -3.7051 -3.57 -2.49 -3.31 0.381
O -5.4843 -2.7200 -4.6584 2.87 2.51 3.99 -0.466
O -4.5245 -0.0921 -0.8911 -0.14 -0.23 -1.45 -0.491
C -4.2651 -0.2417 0.3699 0.28 1.95 3.56 0.726
O -4.4033 0.5675 1.2779 0.32 -1.67 -2.05 -0.586
C -3.6798 -1.6560 0.6011 -0.70 -0.10 -0.47 0.566
O -3.8750 -2.2769 -0.5771 1.55 -0.79 2.26 -0.550
O -3.2139 -2.0464 1.6828 -0.09 -0.33 -2.57 -0.582
Br 2.0898 5.6240 3.5279 0.17 -0.13 -0.09 0.074
C 0.8248 4.3854 2.7678 0.55 -0.04 -0.69 -0.310
C -0.2796 5.1211 2.1335 -1.32 0.77 -0.26 -0.641
Br 0.1371 6.1060 0.4361 0.11 -0.69 1.05 0.012
H 0.4443 3.7557 3.5720 0.11 -0.02 0.09 0.270
H 1.2901 3.7613 2.0048 0.46 -0.09 0.41 0.300
H -0.7137 5.8738 2.7917 0.04 0.03 -0.20 0.457
H -1.0601 4.4041 1.8789 -0.11 0.12 -0.31 0.378
Br 3.3693 -3.8868 -3.6518 0.54 0.24 0.47 -0.112
C 4.8363 -2.6811 -3.0983 0.11 1.60 -1.23 -0.529
C 5.3339 -1.8362 -4.3234 -1.03 -0.87 1.16 -0.589
Br 3.8263 -0.6756 -4.9370 0.79 -0.33 0.02 -0.069
H 5.6768 -3.1955 -2.6324 -0.29 -0.58 -0.30 0.493
H 4.4798 -1.9310 -2.3924 -0.53 -0.54 0.15 0.253
H 5.6543 -2.4639 -5.1550 -0.03 0.36 0.01 0.393
H 6.1094 -1.1894 -3.9131 -0.03 0.14 -0.50 0.372
Br 0.9543 1.6911 -5.2012 -0.37 0.31 0.41 -0.080
C 0.3961 2.9649 -3.7762 0.11 -1.25 0.24 -0.543
C 0.3947 4.3331 -4.2838 -0.98 0.72 -1.33 -0.577
Br -1.3870 4.8864 -5.1366 1.66 -0.46 0.86 -0.008
H 1.2300 2.9719 -3.0744 -0.04 -0.64 0.18 0.348
H -0.5306 2.6213 -3.3165 0.22 -0.15 -0.12 0.398
H 1.1392 4.3584 -5.0795 -0.12 0.79 -0.02 0.401
H 0.6650 4.9726 -3.4435 -0.43 0.62 -0.35 0.397
Br 0.0773 -1.8581 8.4774 0.22 0.27 -0.40 0.018
C 0.6066 -2.0561 6.6005 0.77 -0.25 0.41 -0.500
C 2.0784 -1.5591 6.3923 -1.04 0.91 -0.07 -0.540
Br 2.4860 -1.7412 4.4632 0.12 -0.35 0.76 -0.084
H -0.1170 -1.5284 5.9792 0.23 0.00 0.16 0.233
H 0.5352 -3.1373 6.4822 0.12 0.17 -0.36 0.372
H 2.8127 -1.9681 7.0863 -0.04 -0.67 -0.61 0.455
H 2.1568 -0.4796 6.5210 -0.36 -0.06 0.05 0.346

137
Properties=species:S:1:pos:R:3:forces:R:3:mulliken_charge:R:1 method="wB97M-V/def2-TZVPD" total_charge=0 smiles="CCOS(C)(=O)=O.CCOS(C)(=O)=O.CCOS(C)(=O)=O.COCCOCCOC.COCCOCCOC.COCCOCCOC.COCCOCCOC"
C -33.4165 -7.9970 11.8735 -0.80 -0.41 1.02 -0.952
C -33.6023 -8.7462 13.2058 1.81 -1.13 -0.56 0.224
O -33.4050 -10.2137 12.9861 0.59 -0.15 -0.91 -0.403
S -32.0019 -11.0318 13.3579 -1.26 0.75 0.32 1.045
C -32.5796 -11.3497 15.0310 1.72 -0.27 -0.60 -0.658
O -31.9354 -12.2701 12.5559 -0.11 2.92 1.40 -0.658
O -30.8903 -10.0637 13.4424 -1.62 -1.74 -0.47 -0.244
H -33.6558 -6.9536 12.0788 0.22 0.18 -0.18 0.412
H -34.1418 -8.3596 11.1451 0.15 -0.05 -0.08 0.332
H -32.3955 -8.1141 11.5102 -0.10 0.06 0.04 0.088
H -32.8020 -8.4654 13.8905 -0.05 0.28 0.11 -0.236
H -34.5548 -8.6306 13.7231 -0.07 -0.14 -0.40 0.405
H -31.6926 -11.8050 15.4715 -0.33 -0.32 0.51 0.017
H -33.4487 -12.0075 15.0292 0.16 0.25 -0.04 0.394
H -32.6968 -10.3557 15.4627 -0.31 -0.24 0.05 0.274
C -26.5508 -9.4480 15.2136 -0.01 1.00 0.20 -1.333
C -27.4251 -9.2785 13.9810 0.65 -2.46 0.26 1.678
O -27.7794 -7.9196 13.7418 -0.72 1.44 -0.65 0.249
S -28.1699 -7.4150 12.2293 1.90 -0.65 -1.62 0.038
C -26.4822 -7.1407 11.5636 -0.99 -0.23 0.83 -0.224
O -28.7650 -8.5217 11.4978 0.16 1.23 1.07 -0.300
O -28.7707 -6.1011 12.2202 -0.27 -1.27 1.08 -0.402
H -25.5932 -8.9425 15.0884 -0.14 0.50 0.37 0.377
H -26.2605 -10.4650 15.4776 -0.50 -0.32 -0.61 0.413
H -27.1742 -9.1017 16.0380 0.61 0.39 0.44 0.003
H -26.8843 -9.7525 13.1618 -0.37 0.34 -0.53 -0.511
H -28.2845 -9.8992 14.2348 -0.57 0.35 -0.75 -0.466
H -26.5277 -6.8836 10.5054 -0.28 -0.29 -0.01 0.289
H -25.9638 -8.0784 11.7639 0.27 0.16 -0.27 -0.366
H -26.0773 -6.2856 12.1050 0.06 -0.19 0.14 0.388
C -27.3264 -7.2704 19.2482 1.55 -1.59 0.39 -1.657
C -28.2958 -7.1136 18.0999 1.42 1.10 0.86 0.263
O -29.0614 -8.3287 18.0779 -1.94 -0.13 -0.72 -0.235
S -30.6593 -8.2639 17.6614 0.19 2.63 -1.04 1.093
C -30.5327 -7.3727 15.9869 0.26 -1.72 0.76 -0.683
O -31.1800 -9.5948 17.4535 0.99 0.99 0.45 -0.467
O -31.2989 -7.3342 18.5787 0.56 -1.30 -0.78 -0.715
H -27.7684 -7.4230 20.2328 -0.59 0.95 -0.06 0.385
H -26.4835 -6.5793 19.2623 -0.53 0.61 0.00 0.278
H -26.7679 -8.2064 19.2440 -0.01 -0.47 -0.85 0.381
H -28.6954 -6.1258 18.3293 -1.87 -0.43 0.10 0.452
H -27.8307 -6.8603 17.1472 0.38 -0.97 -0.19 0.163
H -31.5351 -7.1528 15.6197 0.07 0.36 0.47 0.442
H -30.1231 -8.1077 15.2939 0.07 -0.19 0.07 0.003
H -29.8206 -6.5480 16.0158 -0.49 0.14 0.31 0.307
C -29.2829 -1.8934 6.0599 -0.25 -1.38 -0.08 -0.760
O -29.3497 -2.7915 7.1413 0.57 -0.09 1.20 -0.244
C -30.6179 -3.3020 7.5058 0.94 -0.86 -1.12 -0.698
C -30.4530 -4.4701 8.5107 0.00 0.54 -0.04 -0.173
O -29.8841 -5.5915 7.8415 0.60 0.17 -0.15 -0.318
C -29.6879 -6.7963 8.5818 0.74 -0.18 -0.30 -0.086
C -28.7831 -7.8291 7.7672 -1.61 1.81 0.37 -0.530
O -27.4621 -7.3673 7.6767 0.51 0.57 1.20 -0.240
C -26.5013 -8.3078 7.2692 -0.82 -0.20 -0.84 -0.694
H -29.8106 -0.9458 6.1680 0.18 0.27 0.54 0.278
H -29.7678 -2.3937 5.2216 0.19 0.06 -0.59 0.337
H -28.2060 -1.8155 5.9100 -0.24 0.56 -0.38 0.219
H -31.0067 -3.8291 6.6346 -0.56 0.27 -0.43 0.314
H -31.2105 -2.4168 7.7368 -0.69 -0.51 0.73 0.412
H -31.4320 -4.7656 8.8878 -0.28 0.17 0.17 0.388
H -29.8460 -4.1062 9.3397 0.26 -0.30 0.22 0.061
H -30.6629 -7.1948 8.8620 -0.26 -0.60 -0.49 0.381
H -29.2379 -6.6721 9.5668 0.50 0.61 -0.04 -0.114
H -29.1747 -7.8314 6.7499 -0.31 -0.53 -0.13 0.429
H -28.9099 -8.7816 8.2818 0.28 -0.27 -0.08 0.316
H -26.3210 -9.1074 7.9876 0.16 0.13 0.41 0.097
H -25.5926 -7.7816 6.9767 -0.03 -0.01 0.33 0.278
H -26.8911 -8.8004 6.3784 0.15 -0.25 -0.37 0.389
C -21.8810 -11.5453 9.0749 0.31 -1.05 -0.60 -0.768
O -22.5636 -11.8065 10.2536 -1.14 -1.71 -0.33 -0.367
C -22.5924 -10.8538 11.2436 1.00 1.05 -0.88 -0.810
C -23.6085 -9.7270 11.1088 -0.06 -1.73 1.09 -0.562
O -24.9662 -10.1082 11.2083 -0.12 0.49 0.18 0.145
C -25.4722 -11.0420 10.2864 -1.70 -0.55 -0.35 -0.912
C -27.0517 -10.9773 10.2248 2.49 0.71 0.08 0.288
O -27.6255 -11.6290 11.3117 -1.40 -0.55 -0.43 -0.356
C -29.0596 -11.7894 11.1683 0.02 -0.12 0.42 -0.004
H -22.2542 -10.6983 8.4993 0.31 0.42 0.24 0.298
H -22.0135 -12.4140 8.4300 -0.47 -0.09 -0.04 0.260
H -20.8057 -11.6111 9.2406 0.30 0.98 0.08 0.351
H -21.6712 -10.2840 11.1220 0.65 0.18 0.62 0.476
H -22.5736 -11.3585 12.2096 -0.41 0.09 0.01 0.392
H -23.3881 -9.1198 10.2308 -0.15 0.22 0.00 0.378
H -23.3512 -9.2827 12.0703 -0.46 1.22 -0.24 0.237
H -25.1444 -12.0570 10.5108 -0.04 -0.07 0.24 0.346
H -25.1736 -10.8715 9.2521 0.48 0.50 -0.11 0.326
H -27.2745 -11.3461 9.2235 -0.60 -0.65 0.04 0.646
H -27.2958 -9.9150 10.2157 -0.29 0.22 0.07 -0.451
H -29.5889 -10.8668 10.9296 0.34 0.33 0.26 0.055
H -29.4633 -12.1977 12.0948 0.33 0.32 0.13 -0.420
H -29.4026 -12.5047 10.4207 0.72 -0.27 -0.47 0.459
C -28.9265 -11.9960 18.7689 -0.33 -0.17 0.20 -0.536
O -29.4226 -12.9991 17.8825 0.24 0.42 -0.36 -0.398
C -28.9581 -12.8288 16.5600 0.38 -1.08 -0.56 -0.028
C -29.3213 -13.9797 15.6039 -1.95 0.05 0.66 -0.690
O -30.7510 -14.1787 15.5837 0.58 0.99 1.56 -0.236
C -31.1502 -15.1208 14.6673 -1.09 -0.44 -1.21 -0.436
C -32.4912 -15.7674 15.0898 -0.27 0.80 -1.05 -0.487
O -33.2192 -16.1054 13.9022 0.35 -0.83 0.42 -0.287
C -34.2763 -17.0123 14.1356 -0.34 -0.18 -0.90 -0.800
H -27.8483 -12.0310 18.9250 0.29 -0.25 -0.34 0.342
H -29.3721 -12.1778 19.7469 -0.17 -0.06 -0.13 0.326
H -29.1861 -10.9834 18.4601 -0.13 -0.03 -0.22 0.023
H -27.8685 -12.8131 16.5364 0.43 0.10 0.17 0.507
H -29.2582 -11.9075 16.0608 -0.50 0.41 0.37 -0.074
H -28.9725 -14.9759 15.8760 0.95 0.24 0.05 0.504
H -29.0596 -13.6734 14.5911 0.66 -0.12 -0.09 0.207
H -30.4088 -15.8902 14.4523 0.28 -0.28 0.42 0.418
H -31.2676 -14.6037 13.7149 -0.46 -0.13 -0.40 0.207
H -33.1516 -15.0354 15.5547 0.47 0.17 0.81 0.248
H -32.3314 -16.6394 15.7240 -0.07 -0.05 0.11 0.327
H -35.1442 -16.6318 14.6743 0.12 0.62 0.31 0.314
H -34.0097 -17.9469 14.6292 0.55 -0.02 0.13 0.320
H -34.6494 -17.2738 13.1454 0.01 -0.07 -0.03 0.259
C -28.0412 -3.1248 12.7764 1.06 0.81 0.49 -0.401
O -27.0130 -2.1068 12.9983 -1.02 0.63 -0.14 -0.390
C -27.3860 -1.0056 13.8839 -0.44 -2.03 0.02 -0.670
C -27.6954 -1.5439 15.3212 -0.23 1.78 -1.14 -0.553
O -26.7199 -2.4119 15.7250 1.63 -1.28 0.99 -0.236
C -26.9842 -2.9773 16.9955 -0.45 -1.32 0.52 -0.483
C -26.0289 -4.0828 17.5139 0.79 0.96 -2.68 -0.714
O -25.9663 -5.2367 16.6551 0.29 0.10 0.23 -0.205
C -25.2616 -5.1686 15.3696 -1.19 -0.08 0.93 -0.230
H -29.0171 -2.7019 12.5377 -0.12 0.21 0.35 0.308
H -28.0413 -3.7603 13.6620 -0.49 -0.12 -0.02 0.094
H -27.7842 -3.7436 11.9167 0.45 0.23 0.09 0.197
H -28.2887 -0.4884 13.5585 -0.33 -0.14 -0.31 0.358
H -26.6040 -0.2507 13.8027 0.33 -0.45 0.38 0.359
H -28.6931 -1.9782 15.3846 -0.19 -0.41 -0.32 0.369
H -27.7525 -0.6725 15.9735 0.08 0.36 0.30 0.446
H -27.9532 -3.4729 16.9355 -0.52 0.18 0.11 0.269
H -26.9906 -2.2530 17.8100 -0.22 0.56 -0.09 0.358
H -26.3045 -4.3734 18.5277 -0.22 -0.18 -0.23 0.374
H -25.0554 -3.5936 17.5464 0.47 -0.22 0.21 0.426
H -25.8802 -4.6122 14.6656 0.26 0.22 -0.06 0.074
H -25.2202 -6.2066 15.0394 0.07 0.02 0.07 -0.087
H -24.2499 -4.7666 15.4241 -0.06 0.19 0.28 0.376

16
Properties=species:S:1:pos:R:3:forces:R:3:nbo_charge:R:1 method="wB97M-V/def2-TZVPD" total_charge=+1 smiles=CN[C@H](I)C[NH3+]
C 0.9333 0.6031 1.6186 -0.26 1.43 3.12 -0.430
N -0.2599 -0.0626 1.0910 -0.32 -1.38 1.13 -0.700
C -0.9558 0.5509 0.0455 1.45 2.56 -4.04 -0.173
I -2.9736 -0.1482 -0.3386 0.93 -0.04 0.23 0.189
C 0.0967 0.2069 -1.3197 -4.21 -1.07 1.17 -0.240
N 0.1604 -1.3283 -1.2858 1.08 1.45 1.93 -0.784
H 0.6666 1.4411 2.4720 0.50 -2.04 -2.17 0.222
H 1.6550 -0.1093 2.1100 -0.93 0.57 -0.69 0.239
H 1.4085 1.1249 0.8274 0.65 0.46 -0.60 0.200
H -0.8972 -0.2789 1.8437 0.00 -0.34 0.17 0.413
H -1.0739 1.6918 0.0275 0.31 -1.57 0.44 0.236
H 1.0836 0.6101 -1.2281 0.45 0.04 0.25 0.226
H -0.3568 0.4011 -2.2606 -0.37 1.03 -0.60 0.230
H -0.5761 -1.9445 -1.6475 -0.14 0.96 -0.24 0.450
H 1.0361 -1.4588 -1.8252 -0.38 -1.09 1.24 0.449
H 0.0530 -1.2992 -0.1304 1.22 -0.96 -1.33 0.473

How do the records compare in E_LUMO? In the order shown, they have -12.909 0.481 -3.436 eV.
How do the records compare in molar mass? In the order shown, they have 1235.07 909.18 201.03 g mol⁻¹.
How do the records compare in highest occupied orbital energy? In the order shown, they have -14.2 -9.4 -13.7 eV.